(1)
This record from the OMol25 dataset describes one molecule with the formula C9H18O2Si2. The level of theory is ωB97M-V with the def2-TZVPD basis set.

SMILES ... CCC1=CC=C[C@@H]([SiH2]O[SiH3])[C@@H]1OC
Calculated total energy ... -1083.1445 hartree
LUMO level ... 0.0260 hartree
Kohn-Sham gap ... 8.9 eV
F_max ... 0.072 Eh/bohr
E_HOMO ... -8.185 eV
Energy above the lowest of the compared OMol25 structures with the same formula, charge and spin ... 0.0 kJ/mol

The geometry in ORCA input format:
```
! wB97M-V def2-TZVPD RIJCOSX def2/J DEFGRID3
* xyz 0 1
C -2.849 0.767 -0.733
C -2.514 -0.649 -0.388
C -1.042 -0.899 -0.347
C -0.284 -1.597 -1.210
C 1.128 -1.780 -1.204
C 1.835 -1.017 -0.357
C 1.037 -0.156 0.607
Si 0.596 1.521 -0.362
O 1.880 2.490 -0.643
Si 3.276 2.977 -1.276
C -0.305 -0.700 1.020
O -0.213 -1.889 1.804
C -0.819 -1.940 3.039
H -2.364 1.605 -0.105
H -3.938 0.863 -0.859
H -2.284 1.002 -1.709
H -2.934 -1.281 -1.144
H -2.906 -0.818 0.599
H -0.795 -2.091 -2.123
H 1.490 -2.340 -2.031
H 3.034 -0.971 -0.260
H 1.731 0.121 1.434
H 0.156 1.191 -1.701
H -0.306 2.082 0.593
H 3.112 3.136 -2.612
H 4.390 1.938 -1.143
H 3.533 4.234 -0.484
H -0.889 0.080 1.490
H -1.743 -1.382 3.096
H -0.150 -1.422 3.802
H -0.861 -3.076 3.205
*
```

(2)
This record from the OMol25 dataset describes a 2-piece molecular cluster, C4H4FN3 overall. The level of theory is ωB97M-V with the def2-TZVPD basis set.

Calculated total energy ... -418.7231 hartree
LUMO level (spin up / spin down) ... 0.0349 / -0.0285 hartree
Kohn-Sham gap (spin up / spin down) ... 10.0 / 8.7 eV
F_max ... 0.060 Eh/bohr
E_HOMO (spin up / spin down) ... -9.069 / -9.443 eV
Energy above the lowest of the compared OMol25 structures with the same formula, charge and spin ... 44.4 kJ/mol

The geometry in ORCA input format:
```
! wB97M-V def2-TZVPD RIJCOSX def2/J DEFGRID3
* xyz 0 3
C -0.986 0.031 -0.921
C -1.427 -1.075 -0.239
C -0.860 0.962 0.159
C 2.655 0.970 0.396
N -1.124 0.504 1.344
N 1.852 1.306 -0.466
N -1.666 -0.681 1.073
F 3.693 0.142 0.470
H -0.478 0.193 -1.805
H -1.647 -2.088 -0.550
H 1.848 0.963 -1.375
H -1.862 -1.228 1.914
*
```

(3)
This record from the OMol25 dataset describes one molecule with the formula C6H5BrClN3. The level of theory is ωB97M-V with the def2-TZVPD basis set.

SMILES ... ClC1=c2cc[nH]c2=NCN1Br
Calculated total energy ... -3430.0264 hartree
LUMO level (spin up / spin down) ... -0.0188 / -0.0188 hartree
Kohn-Sham gap (spin up / spin down) ... 7.0 / 7.0 eV
F_max ... 0.073 Eh/bohr
E_HOMO (spin up / spin down) ... -7.483 / -7.483 eV
Energy above the lowest of the compared OMol25 structures with the same formula, charge and spin ... 171.2 kJ/mol

The geometry in ORCA input format:
```
! wB97M-V def2-TZVPD RIJCOSX def2/J DEFGRID3
* xyz 0 1
Cl 2.144 2.183 -0.334
C 1.240 0.791 -0.425
C -0.035 0.739 0.015
C -0.952 1.699 0.454
C -2.072 1.024 0.876
N -1.901 -0.336 0.745
C -0.697 -0.582 0.166
N -0.201 -1.685 -0.294
C 1.074 -1.613 -0.943
N 1.901 -0.418 -0.705
Br 3.311 -0.671 0.572
H -0.808 2.800 0.223
H -2.872 1.314 1.562
H -2.779 -0.963 0.926
H 1.677 -2.476 -0.760
H 0.971 -1.807 -2.077
*
```

(4)
This record from the OMol25 dataset describes one molecule with the formula C5H7NS2. The level of theory is ωB97M-V with the def2-TZVPD basis set.

SMILES ... CC1=CC=NSCS1
Calculated total energy ... -1045.7297 hartree
LUMO level ... 0.0132 hartree
Kohn-Sham gap ... 8.7 eV
F_max ... 0.088 Eh/bohr
E_HOMO ... -8.383 eV
Energy above the lowest of the compared OMol25 structures with the same formula, charge and spin ... 300.4 kJ/mol

The geometry in ORCA input format:
```
! wB97M-V def2-TZVPD RIJCOSX def2/J DEFGRID3
* xyz 0 1
C -1.267 2.414 -1.040
C -0.642 1.116 -0.572
C -1.460 0.044 -0.752
C -1.317 -1.520 -0.647
N -0.413 -2.046 0.033
S 0.888 -1.557 1.026
C 1.093 0.125 1.163
S 1.019 1.166 -0.164
H -2.199 2.322 -1.659
H -1.371 3.193 -0.370
H -0.614 2.868 -1.726
H -2.435 0.263 -1.188
H -2.134 -2.014 -1.489
H 2.177 0.131 1.612
H 0.498 0.736 1.890
*
```

(5)
This record from the OMol25 dataset describes one molecule with the formula C6H12N2O. The level of theory is ωB97M-V with the def2-TZVPD basis set.

Calculated total energy ... -420.3752 hartree
LUMO level (spin up / spin down) ... -0.0025 / 0.0133 hartree
Kohn-Sham gap (spin up / spin down) ... 7.8 / 8.4 eV
F_max ... 0.076 Eh/bohr
E_HOMO (spin up / spin down) ... -7.896 / -7.995 eV
Energy above the lowest of the compared OMol25 structures with the same formula, charge and spin ... 547.9 kJ/mol

The geometry in ORCA input format:
```
! wB97M-V def2-TZVPD RIJCOSX def2/J DEFGRID3
* xyz 0 1
C -2.526 0.514 -0.796
C -2.947 -0.291 1.268
C 1.413 -0.722 1.196
C 1.505 -0.774 -1.367
C 1.296 1.407 -0.148
C 0.930 -0.094 -0.060
N -1.245 0.443 -0.886
N -0.579 -0.393 -0.159
O -3.353 0.295 0.185
H -2.979 1.173 -1.521
H -2.098 -0.867 1.358
H -3.560 -0.078 2.081
H 1.429 -1.809 1.050
H 2.524 -0.447 1.334
H 0.846 -0.512 2.055
H 2.535 -0.454 -1.540
H 0.905 -0.669 -2.234
H 1.622 -1.911 -1.130
H 0.638 2.199 0.366
H 2.322 1.572 0.112
H 1.321 1.419 -1.162
*
```

(6)
This record from the OMol25 dataset describes one molecule with the formula C4H6O2. The level of theory is ωB97M-V with the def2-TZVPD basis set.

SMILES ... O=C=CCCO
Calculated total energy ... -306.4486 hartree
LUMO level ... 0.0288 hartree
Kohn-Sham gap ... 9.8 eV
F_max ... 0.019 Eh/bohr
E_HOMO ... -9.001 eV
Energy above the lowest of the compared OMol25 structures with the same formula, charge and spin ... 151.6 kJ/mol

The geometry in ORCA input format:
```
! wB97M-V def2-TZVPD RIJCOSX def2/J DEFGRID3
* xyz 0 1
O -0.491 1.306 -2.476
C -0.930 0.799 -1.516
C -1.400 0.224 -0.430
C -0.477 -0.384 0.606
C 0.975 -0.274 0.132
O 1.927 -0.520 1.139
H -2.479 0.203 -0.324
H -0.739 -1.437 0.774
H -0.591 0.125 1.574
H 1.151 -1.011 -0.659
H 1.129 0.724 -0.308
H 2.017 0.291 1.651
*
```